# 1
The following is a DFT calculation (wB97M-V/def2-TZVPD) of a structure of composition C29H40LiN16OP.

Summary:
Net charge: -2
HOMO level in eV: -2.775
Frontier orbital gap in eV: 6.8

Structure (XYZ):
```
88
C29H40LiN16OP wB97M-V/def2-TZVPD
P -0.41785 1.11864 -0.60948
O -0.12954 -3.90688 1.51808
N 0.06135 -2.61026 4.47106
N -0.73109 2.78747 -0.53160
N 0.86223 0.91980 -1.74450
N -1.00815 -7.52493 1.56600
N 0.33481 0.90893 2.67511
N 1.35970 -0.15491 8.14498
N -1.28271 -0.74609 2.03847
N 3.91614 -0.80561 1.85795
N 2.92599 -2.88423 1.79815
N 1.57577 -1.05706 2.19462
N 0.60650 -3.49260 -0.57198
N 0.15719 -1.81629 6.78386
N -1.75862 0.65985 -1.64018
N 4.79868 1.31914 1.82006
N 2.53952 1.11801 2.16395
N 0.83401 -6.52531 -2.28326
C 3.07957 0.02575 -2.31938
C 0.75783 5.26986 -0.83678
C 2.56435 -0.64462 -3.59654
C 0.20641 4.51755 -2.04855
C -0.55943 -6.69968 0.89219
C 0.14837 -4.36347 0.39557
C 0.78415 1.12974 -3.18168
C -3.56510 -0.43981 2.73594
C 0.82146 -0.91367 7.44338
C -4.16374 -0.73341 -2.51871
C -4.15512 0.08916 -1.22928
C 2.79870 -1.52404 1.97957
C -1.74177 -0.80380 -1.80478
C -2.56867 -1.12104 2.07687
C 3.68695 0.51220 1.95477
C -1.87962 1.10282 3.44136
C 1.45695 0.29900 2.34938
C 0.44349 -6.17468 -1.24977
C -0.00374 -5.73529 0.01679
C -1.00223 3.65716 -1.66174
C 1.03962 4.28771 0.29902
C 1.97464 0.07580 -1.27727
C -0.90526 0.36352 2.71593
C -3.19027 0.70703 3.44643
C -2.74011 -1.22575 -2.87170
C 1.16496 -0.11303 -3.98629
C -3.09440 1.18330 -1.28784
C 0.15816 -2.15916 5.54512
C -0.23153 3.51144 0.63582
Li 0.00691 -2.29138 2.53667
H -1.31183 3.05203 -2.51355
H 2.50705 -1.72177 -3.42132
H -2.42217 -0.80198 -3.82804
H 0.01258 6.00088 -0.49762
H 4.58235 2.27746 1.60378
H -3.06202 1.71381 -0.33270
H 2.35528 0.46812 -0.33274
H -0.23717 1.41838 -3.42791
H -1.94480 -1.32921 -0.86324
H -1.53561 1.97184 3.98599
H 1.44220 1.95538 -3.49079
H -4.58492 -0.80034 2.72630
H -0.04274 2.80507 1.44672
H 3.27487 -0.49346 -4.41291
H 3.42605 1.04190 -2.53285
H 0.41048 -0.88492 -3.82168
H -0.08604 5.21688 -2.83906
H -5.12931 0.56024 -1.07538
H 3.92715 -0.52962 -1.91299
H -3.40345 1.91469 -2.04714
H -4.55338 -0.10898 -3.32843
H -2.80210 -2.03308 1.53130
H 0.98645 3.86355 -2.44757
H 1.64241 -0.95404 -1.08287
H 1.06610 -3.88519 -1.37790
H -1.00851 4.22003 0.96310
H 1.79858 3.56334 -0.01354
H 2.16988 -3.43148 2.18957
H 3.84827 -3.23266 2.00101
H -1.84086 4.32281 -1.40304
H -4.84913 -1.57708 -2.41262
H 1.65806 5.82764 -1.11256
H 1.41205 4.80209 1.18845
H 1.13253 0.13830 -5.04985
H -3.93122 1.27415 3.99936
H 1.01265 -2.65091 -0.19152
H -3.97213 -0.55470 -0.36665
H 5.56763 0.89992 1.32657
H -2.71502 -2.31331 -2.96916
H -0.73567 -1.10265 -2.10234
```



# 2
The following is a DFT calculation (wB97M-V/def2-TZVPD) of a structure of composition C10H20BBr2F3P at a distorted geometry.

Summary:
Net charge: -1
HOMO level in eV: -3.799
Frontier orbital gap in eV: 6.3

Structure (XYZ):
```
37
C10H20BBr2F3P wB97M-V/def2-TZVPD
Br -1.36304 -3.17532 -0.62765
Br -1.60755 2.80445 3.51903
P -0.92417 0.86264 -0.64896
F 4.13836 -1.00149 -1.45570
F 4.68393 -2.33241 0.16635
F 4.48677 -0.20659 0.55119
C -1.34675 0.04153 -3.24948
C -0.42107 -1.39542 1.44990
C -1.67009 -2.15608 1.03142
C -1.04028 2.56312 0.05413
C -2.95665 -1.33896 0.98569
C 3.94134 -1.22818 -0.13308
C -0.33809 0.84280 -2.41784
C 1.72904 -0.12936 0.44142
C 0.06405 2.96697 1.03985
C 2.49004 -1.44856 0.18824
B 0.14422 -0.28803 0.46661
H 0.34981 -2.14235 1.64392
H -3.07858 -0.94184 -0.01702
H -0.39891 1.87131 -2.77209
H 0.23432 4.04230 0.92759
H -1.82790 -2.92635 1.78044
H 0.66852 0.44261 -2.53264
H -2.33057 0.49522 -3.18080
H 1.99862 -2.04321 -0.57537
H 1.02922 2.49373 0.85574
H -0.60786 -0.91036 2.41488
H -1.10813 3.29585 -0.74938
H -2.83053 -0.46634 1.62254
H -1.98599 2.60820 0.59292
H -1.03484 -0.01690 -4.29354
H -0.34911 2.82561 2.13795
H 2.48533 -2.00292 1.12263
H -1.41782 -0.96518 -2.84344
H 1.97556 0.19732 1.45840
H 2.05300 0.68189 -0.20488
H -3.83416 -1.91971 1.25101
```



# 3
The following is a DFT calculation (wB97M-V/def2-TZVPD) of a structure of composition C5H6LiO4Sr at a distorted geometry.

Summary:
Net charge: +2
Spin multiplicity: 2
HOMO level (alpha / beta) in eV: -11.148 / -13.617
Frontier orbital gap (alpha / beta) in eV: 1.6 / 3.9
⟨S²⟩: 0.76
Relative energy (zero: lowest compared OMol25 entry of this formula, charge and spin) in kcal/mol: 33.50

Structure (XYZ):
```
17
C5H6LiO4Sr wB97M-V/def2-TZVPD
Sr -4.64290 -2.32036 -0.36882
O 0.18817 -1.54850 0.24713
O -0.57280 -3.61617 -0.16449
O 0.70055 4.16224 -0.11681
O -2.06874 -1.94987 0.11534
C 1.35207 3.14526 -0.11198
C -0.98267 -2.50074 0.04249
C 0.79929 1.81745 -0.55661
C 1.03505 0.66349 0.46548
C -0.03050 -0.33013 0.44518
Li -1.11375 -5.36327 -0.48584
H 2.01651 0.19050 0.35075
H 2.34047 3.11237 0.39966
H -0.25026 1.94972 -0.84558
H -1.07594 -0.00668 0.56787
H 0.98596 1.04404 1.50782
H 1.31948 1.55064 -1.49158
```



# 4
The following is a DFT calculation (wB97M-V/def2-TZVPD) of an isolated molecule of C7H14N2 at a distorted geometry.

Summary:
HOMO level (alpha / beta) in eV: -7.435 / -7.435
Frontier orbital gap (alpha / beta) in eV: 8.4 / 8.4
SMILES string: C/C=C(/C)C/C(N)=N\C
Relative energy (zero: lowest compared OMol25 entry of this formula, charge and spin) in kcal/mol: 68.43

Structure (XYZ):
```
23
C7H14N2 wB97M-V/def2-TZVPD
N 0.57540 -0.06961 1.67568
N 0.90008 2.06862 0.83200
C -1.10461 -1.94485 -0.53663
C 1.18423 0.67322 -2.28687
C -0.96149 0.66222 -0.11672
C -0.46717 -0.61311 -0.76977
C 0.75578 -0.44443 -1.37866
C 0.28450 0.83714 0.74573
C -0.43271 -0.48991 2.62892
H -0.14635 -0.16867 3.63783
H 1.15327 2.48527 -0.05236
H 1.04285 0.40106 -3.33693
H 1.69109 2.06150 1.46528
H 0.64577 1.60500 -2.11355
H -0.45354 -1.58256 2.62818
H -1.90895 -1.88637 0.19965
H -1.11390 1.47127 -0.84002
H -1.86122 0.52250 0.48622
H -1.51319 -2.32491 -1.48221
H -0.37477 -2.67131 -0.17048
H 1.31091 -1.36374 -1.57409
H 2.24783 0.88101 -2.13062
H -1.45379 -0.10933 2.48942
```



# 5
The following is a DFT calculation (wB97M-V/def2-TZVPD) of a cluster of 4 separate species, C2H12N2O3 in total at a distorted geometry.

Summary:
HOMO level in eV: -9.265
Frontier orbital gap in eV: 10.0
SMILES string: [H]/N=C/NC.O.O.O
Relative energy (zero: lowest compared OMol25 entry of this formula, charge and spin) in kcal/mol: 23.12

Structure (XYZ):
```
19
C2H12N2O3 wB97M-V/def2-TZVPD
O 1.76117 -0.07524 -2.01941
O -0.42345 2.27994 -0.24332
O 0.52815 3.97428 -2.01875
N -0.04113 -1.59919 0.89905
N -1.82936 -0.11574 1.27157
C 0.55458 -2.89940 1.19582
C -1.35157 -1.31284 1.18860
H 0.42751 3.13535 -1.52570
H -0.33725 4.07554 -2.43880
H 2.70720 -0.20315 -2.02974
H -0.63765 1.56098 0.38302
H -1.96879 -2.17231 0.88276
H -2.83028 -0.27700 1.35593
H 0.46641 -0.72468 0.90054
H -0.02526 -3.66433 0.64942
H 0.48808 -3.17917 2.24887
H 1.62697 0.80743 -1.67036
H 1.54568 -2.71969 0.78181
H -0.66100 3.10922 0.18872
```



# 6
The following is a DFT calculation (wB97M-V/def2-TZVPD) of a structure of composition C3H4Cl2O at a distorted geometry.

Summary:
HOMO level in eV: -10.305
Frontier orbital gap in eV: 10.8
Relative energy (zero: lowest compared OMol25 entry of this formula, charge and spin) in kcal/mol: 60.96

Structure (XYZ):
```
10
C3H4Cl2O wB97M-V/def2-TZVPD
Cl 0.76183 2.15266 0.04890
Cl -2.63871 0.12702 0.17846
O -0.06466 -1.53605 -0.20106
C 0.11567 0.53693 0.51403
C -1.04745 -0.02209 -0.40046
C 0.98075 -0.57906 0.04976
H 1.45084 -0.26919 -0.93332
H -0.23033 0.56610 1.50728
H 1.59532 -0.93012 0.75550
H -0.92326 -0.04619 -1.51909
```



| no. | calculated total energy (eV) |
| --- | --- |
| 1 | -66112.925 |
| 2 | -168899.079 |
| 3 | -14495.462 |
| 4 | -10463.399 |
| 5 | -11390.746 |
| 6 | -30265.633 |